[1]
Density functional theory data (ωB97M-V with the def2-TZVPD basis set) for C35H44N2O2P3Tm as an isolated structure in a non-equilibrium geometry.

Each line ends with the Mulliken spin population.
Positions of all 87 atoms, in Å:
C1 1.3092 -1.1063 -4.9730  0.0005
C2 0.7921 -0.4244 -3.8395  -0.0039
N1 0.4067 -1.1629 -2.7223  -0.0106
C3 0.6578 -2.4917 -2.6842  -0.0017
C4 1.2418 -3.1636 -3.7544  0.0003
C5 1.5474 -2.4636 -4.9228  -0.0001
C6 0.6831 0.9891 -3.8863  0.0018
P1 0.2527 2.0618 -2.5317  -0.0040
Tm1 -0.6849 -0.0214 -0.9650  2.0493
P2 -1.2434 -2.7294 -0.5653  -0.0051
C7 0.3088 -3.3002 -1.4333  -0.0003
C8 -2.4911 1.2738 -0.0008  -0.0110
C9 -2.0160 2.3680 0.6990  -0.0004
C10 -2.8801 3.0050 1.6211  0.0002
C11 -4.1758 2.5197 1.8178  0.0004
C12 -4.6254 1.4114 1.0922  0.0000
C13 -3.7652 0.7736 0.1722  -0.0005
O1 -2.0207 1.1303 -7.0133  0.0000
O2 -6.0281 2.4540 -4.0201  0.0000
H1 1.5267 -0.5099 -5.8566  0.0000
H2 1.4168 -4.2327 -3.6555  0.0001
H3 1.9705 -2.9878 -5.7767  0.0000
C14 1.7558 3.0666 -2.2131  -0.0007
C15 -0.9091 3.2849 -3.2604  -0.0005
H4 0.1579 -4.3552 -1.7093  0.0000
H5 1.1397 -3.2553 -0.7063  0.0002
H6 -2.5730 1.6150 -7.6289  0.0000
H7 0.8253 1.4246 -4.8845  0.0000
C16 -1.0643 -3.4604 1.0986  -0.0006
C17 -2.4908 -3.8250 -1.3331  -0.0002
H8 -0.9852 2.7251 0.5864  -0.0005
H9 -2.5257 3.8722 2.1835  0.0000
H10 -4.8350 3.0038 2.5431  0.0001
H11 -5.6390 1.0329 1.2415  0.0000
H12 -4.1102 -0.1104 -0.3727  0.0001
H13 -2.2248 -0.2645 -2.2430  -0.0026
H14 -5.3324 2.9868 -3.5939  0.0000
H15 -5.8299 1.5472 -3.7984  0.0000
H16 -2.2079 0.1974 -7.2117  0.0000
H17 -2.5170 -0.8023 -1.7932  -0.0007
H18 1.8938 3.8388 -2.9831  -0.0001
H19 1.6554 3.5377 -1.2256  0.0001
H20 2.6265 2.3979 -2.2013  0.0001
H21 -0.3828 3.9483 -3.9609  0.0000
H22 -1.7189 2.7598 -3.7853  0.0001
H23 -1.3383 3.8734 -2.4376  0.0000
H24 -2.3847 -4.8624 -0.9853  -0.0001
H25 -3.4817 -3.4480 -1.0468  -0.0001
H26 -2.4049 -3.7931 -2.4266  0.0001
H27 -1.4401 -4.4934 1.1198  -0.0001
H28 -0.0179 -3.4298 1.4271  0.0001
H29 -1.6511 -2.8424 1.7925  0.0001
N2 0.6946 -0.0279 0.5311  -0.0082
P3 1.3906 -0.0078 1.9274  -0.0012
C18 2.0028 1.6184 2.4437  -0.0009
C19 1.9750 2.0550 3.7766  0.0001
C20 2.4734 3.3216 4.1021  0.0000
C21 2.9801 4.1553 3.1001  0.0000
C22 2.9989 3.7231 1.7667  0.0002
C23 2.5216 2.4509 1.4403  0.0002
C24 0.2720 -0.4887 3.2649  -0.0005
C25 -0.8297 0.3443 3.5199  0.0002
C26 -1.8384 -0.0716 4.3854  0.0002
C27 -1.7326 -1.3135 5.0271  0.0000
C28 -0.6349 -2.1428 4.7798  0.0000
C29 0.3604 -1.7443 3.8833  -0.0003
C30 2.8247 -1.1049 2.0148  0.0005
C31 3.5471 -1.2818 3.2047  0.0000
C32 4.6546 -2.1369 3.2215  0.0000
C33 5.0446 -2.8029 2.0534  0.0000
C34 4.3408 -2.6025 0.8588  0.0000
C35 3.2405 -1.7400 0.8324  -0.0006
H30 1.5700 1.4141 4.5619  0.0000
H31 2.4597 3.6540 5.1420  0.0000
H32 3.3598 5.1462 3.3556  0.0000
H33 3.3920 4.3741 0.9820  0.0000
H34 2.5330 2.0968 0.4068  -0.0002
H35 -0.9057 1.3141 3.0226  0.0001
H36 -2.7034 0.5751 4.5559  0.0000
H37 -2.5194 -1.6407 5.7087  0.0000
H38 -0.5508 -3.1134 5.2745  0.0000
H39 1.2056 -2.4024 3.6728  0.0000
H40 3.2467 -0.7596 4.1157  0.0000
H41 5.2085 -2.2831 4.1509  0.0000
H42 5.9031 -3.4768 2.0717  0.0000
H43 4.6503 -3.1134 -0.0554  0.0000
H44 2.6916 -1.5504 -0.0931  0.0007

Properties
ΔE to the lowest compared entry with this formula, charge and spin (kcal/mol): 0.0
Multiplicity: 3
Expectation value of S²: 2.003
Orbital gap (spin up / spin down) (eV): 6.6 / 6.6

[2]
Density functional theory data (ωB97M-V with the def2-TZVPD basis set) for C30H46N12OPSYb as an isolated structure in a non-equilibrium geometry.

Each line ends with the Mulliken spin population.
Positions of all 92 atoms, in Å:
Yb1 0.0222 0.3491 -0.4648  1.0114
C1 2.1201 1.2807 -1.6145  0.0026
C2 2.0683 1.8617 -0.3088  0.0112
C3 1.0087 2.7978 -0.2343  0.0046
C4 0.3834 2.8200 -1.5175  -0.0079
C5 1.0874 1.9208 -2.3613  -0.0075
C6 0.8054 1.7017 -3.7849  0.0022
C7 -0.6535 3.7275 -2.0417  -0.0009
C8 0.6215 3.7054 0.9080  -0.0021
C9 3.0624 1.5997 0.8186  -0.0011
C10 3.2203 0.3558 -2.0579  -0.0016
H1 1.3549 0.8724 -4.2011  0.0003
H2 1.0080 2.6028 -4.4005  -0.0003
H3 -0.2651 1.5545 -3.9558  -0.0003
H4 -0.2396 4.6870 -2.3625  0.0001
H5 -1.4484 3.9528 -1.3424  -0.0001
H6 -1.0632 3.2276 -2.9470  0.0000
H7 1.1494 4.6147 0.8233  0.0002
H8 0.8617 3.2825 1.9040  0.0001
H9 -0.4404 3.9784 0.8585  0.0003
H10 2.6082 1.4395 1.7805  -0.0004
H11 3.7129 2.4578 0.9877  0.0000
H12 3.7369 0.7823 0.6106  0.0000
H13 4.1676 0.8734 -1.8604  0.0002
H14 3.2046 0.1981 -3.1464  0.0000
H15 3.2838 -0.6007 -1.5504  0.0002
O1 1.4810 -0.9813 0.8088  0.0018
C11 1.1320 -2.2000 1.4493  0.0007
C12 -0.3650 -2.3815 1.4464  -0.0007
C13 -0.9036 -3.3459 2.3070  -0.0004
C14 -2.2462 -3.5814 2.2349  0.0003
C15 -3.0102 -2.8311 1.3456  -0.0001
C16 -2.4184 -1.9105 0.5269  -0.0004
N1 -1.0717 -1.6680 0.5763  -0.0003
H16 1.9945 -0.4742 1.4628  -0.0003
H17 1.5294 -2.1612 2.4531  0.0000
H18 1.5908 -3.0472 0.9248  -0.0001
H19 -0.2486 -3.8605 2.9884  0.0000
H20 -2.7288 -4.3213 2.8640  0.0000
H21 -4.1064 -2.9887 1.2102  0.0000
H22 -2.9739 -1.3371 -0.2033  0.0001
N2 -3.1303 1.4643 -2.1620  0.0000
C17 -2.6578 0.2502 -2.5792  0.0002
N3 -3.2834 -0.6014 -3.3680  0.0000
N4 -2.4489 -1.6221 -3.4942  -0.0001
N5 -1.3941 -1.4404 -2.7865  0.0002
N6 -1.4729 -0.2079 -2.2078  -0.0086
C18 -3.0350 1.8639 -0.8738  -0.0011
N7 -3.8751 2.7093 -0.3185  0.0000
N8 -3.4000 2.9027 0.9142  -0.0001
N9 -2.3512 2.1830 1.1072  -0.0001
N10 -2.0778 1.5032 -0.0283  -0.0033
H23 -3.9555 1.7946 -2.6081  0.0000
C19 -2.9416 4.4414 3.9697  0.0000
C20 -2.1101 3.3750 4.5628  -0.0001
C21 -1.9049 3.2776 5.9152  0.0001
C22 -1.1007 2.2180 6.3786  0.0000
N11 -0.5108 1.3520 5.5481  0.0000
C23 -0.6736 1.5017 4.2216  0.0001
S1 0.0816 0.4739 3.0667  0.0002
N12 -1.5450 2.4561 3.7798  0.0001
C24 -0.9428 1.9835 7.8613  0.0000
H24 -3.5870 4.8283 4.7526  0.0000
H25 -3.5274 4.0123 3.1624  0.0000
H26 -2.3361 5.2018 3.4989  0.0000
H27 -2.3174 4.0530 6.5779  0.0000
H28 -1.7467 2.4041 2.7551  0.0003
H29 -1.5114 2.7128 8.4617  0.0000
H30 0.0816 1.9576 8.1897  0.0000
H31 -1.3158 1.0107 8.1068  0.0000
C25 1.6390 -3.0256 -5.2854  0.0000
C26 1.4019 -1.9851 -4.2126  -0.0001
P1 1.4590 -2.6381 -2.5170  0.0008
C27 3.1735 -3.3583 -2.5610  0.0000
C28 3.7168 -3.5868 -1.1590  0.0000
C29 0.3570 -4.0876 -2.6772  -0.0002
C30 -0.0006 -4.7408 -1.3653  -0.0001
H32 1.6119 -2.5488 -6.2978  0.0000
H33 0.8511 -3.7467 -5.2929  0.0000
H34 2.6186 -3.5094 -5.2199  0.0000
H35 0.4132 -1.4502 -4.2927  0.0000
H36 2.2208 -1.3057 -4.3140  0.0000
H37 3.8671 -2.6658 -3.0464  0.0000
H38 3.1046 -4.2332 -3.1611  -0.0001
H39 3.5918 -2.6990 -0.5780  0.0000
H40 4.7839 -3.8709 -1.1410  0.0000
H41 3.1163 -4.3372 -0.6571  0.0000
H42 0.8517 -4.8125 -3.3286  0.0000
H43 -0.5690 -3.7185 -3.1807  0.0000
H44 0.9134 -5.0112 -0.8432  0.0000
H45 -0.6280 -5.6323 -1.4657  0.0000
H46 -0.5362 -4.0492 -0.7418  0.0001

Properties
ΔE to the lowest compared entry with this formula, charge and spin (kcal/mol): 2.9
Multiplicity: 2
Expectation value of S²: 0.751
Orbital gap (spin up / spin down) (eV): 7.9 / 7.9

[3]
Density functional theory data (ωB97M-V with the def2-TZVPD basis set) for one molecule with the formula C4H9NO.

Each line ends with the natural charge from an NBO analysis.
Positions of all 15 atoms, in Å:
C1 -1.3982 0.2547 0.9918  -0.6126
C2 -0.2376 -0.2952 0.1696  -0.0602
C3 -0.5930 -0.4978 -1.3042  -0.6155
N1 0.9149 0.5902 0.3131  -0.6189
C4 2.1850 0.1483 0.1341  0.5285
O1 2.4846 -1.0080 -0.0947  -0.6180
H1 -2.2688 -0.4062 0.9201  0.2198
H2 -1.7124 1.2422 0.6244  0.1991
H3 -1.1149 0.3442 2.0461  0.2174
H4 0.0817 -1.2581 0.5829  0.2182
H5 0.2810 -0.8796 -1.8407  0.2295
H6 -0.9091 0.4456 -1.7666  0.1993
H7 -1.4135 -1.2162 -1.4128  0.2112
H8 0.7595 1.5830 0.4027  0.3928
H9 2.9407 0.9529 0.2344  0.1095

Properties
ΔE to the lowest compared entry with this formula, charge and spin (kcal/mol): 7.8
Multiplicity: 1
Orbital gap (eV): 10.7
SMILES: CC(C)NC=O

[4]
Density functional theory data (ωB97M-V with the def2-TZVPD basis set) for a 2-piece molecular cluster, C2H3NO2 overall in a non-equilibrium geometry.

Each line ends with the natural charge from an NBO analysis.
Positions of all 8 atoms, in Å:
C1 -2.4864 -0.0311 0.1548  0.5113
C2 0.6412 -0.0070 -0.3001  0.4364
N1 -0.0385 0.4411 0.6257  -0.7268
O1 -2.5647 0.7242 -0.7049  -0.5287
O2 1.6964 -0.6971 -0.3987  -0.6598
H1 0.3720 0.3698 -1.3237  0.1387
H2 0.2036 0.1545 1.5747  0.3384
H3 2.1764 -0.9545 0.3720  0.4905

Properties
ΔE to the lowest compared entry with this formula, charge and spin (kcal/mol): 33.1
Multiplicity: 1
Orbital gap (eV): 10.9

[5]
Density functional theory data (ωB97M-V with the def2-TZVPD basis set) for one molecule with the formula C3H8N2O2S in a non-equilibrium geometry.

Each line ends with the natural charge from an NBO analysis.
Positions of all 16 atoms, in Å:
C1 0.2229 -1.3664 -0.5633  -0.2550
C2 0.8867 -0.3631 0.4057  -0.2277
C3 -0.7169 1.4894 0.7399  0.0828
N1 -0.6172 -0.7114 -1.5235  -0.9419
N2 -0.0091 0.3755 1.2787  -0.6377
O1 -2.3872 0.5563 -2.4817  -0.8613
O2 -1.8735 1.1510 -0.0175  -0.7641
S1 -1.9933 -0.1792 -1.0911  1.6116
H1 1.0149 -1.8889 -1.1082  0.2079
H2 -0.3294 -2.1146 0.0257  0.1656
H3 1.5821 -0.9130 1.0494  0.1955
H4 1.4606 0.3673 -0.1694  0.1959
H5 -0.0280 2.0759 0.1149  0.1704
H6 -1.0924 2.1120 1.5576  0.1929
H7 -0.6398 -0.2515 1.7663  0.3586
H8 -1.6248 0.5552 -3.0758  0.5066

Properties
ΔE to the lowest compared entry with this formula, charge and spin (kcal/mol): 41.1
Multiplicity: 1
Orbital gap (eV): 9.6